# 1
{
  "formula": "C7H17NO2",
  "method": "ωB97M-V/def2-TZVPD",
  "species": ["C", "C", "C", "C", "C", "C", "C", "N", "O", "O", "H", "H", "H", "H", "H", "H", "H", "H", "H", "H", "H", "H", "H", "H", "H", "H", "H"],
  "xyz": [[-0.620980, -0.636033, 0.217419], [-0.597962, 0.450294, -0.734141], [1.353773, 0.932772, -0.815497], [-2.582169, -0.667339, 0.274390], [-0.196766, -1.996606, -0.301903], [-0.186308, -0.379374, 1.644275], [2.548795, 0.019798, -0.688669], [1.380893, 2.052595, 0.140399], [-1.104902, 1.677253, -0.349760], [-3.331567, 0.115789, -0.604991], [-0.299895, 2.172065, 0.056996], [-3.043493, 1.038768, -0.473731], [-0.874877, 0.176684, -1.753128], [1.326934, 1.370547, -1.816770], [1.638977, 1.722712, 1.067881], [2.069427, 2.761607, -0.123148], [-2.765764, -0.388356, 1.315161], [-2.868947, -1.708931, 0.131645], [0.876440, -2.156029, -0.176195], [-0.445341, -2.123545, -1.357860], [-0.681940, -2.795712, 0.268416], [-0.515641, 0.601318, 1.993216], [0.900242, -0.434698, 1.745730], [-0.611475, -1.140345, 2.306781], [2.624553, -0.428357, 0.309129], [2.504866, -0.785409, -1.427024], [3.503126, 0.548533, -0.848620]],
  "forces_ev_per_angstrom": [[-4.660, -1.051, 0.527], [4.827, 1.583, -0.459], [-2.161, 0.830, -0.502], [1.888, -0.546, 0.909], [0.033, 0.108, 0.085], [-0.204, 0.120, -0.177], [-0.078, -0.627, 0.114], [0.319, -0.142, -0.047], [0.512, 0.029, 0.375], [0.799, 0.245, -0.007], [-0.741, -0.432, -0.495], [-0.117, -0.364, -0.097], [0.012, 0.050, 0.152], [0.143, 0.055, 0.090], [-0.004, 0.021, -0.132], [-0.389, -0.194, 0.050], [0.040, 0.054, 0.048], [0.131, 0.018, -0.141], [0.071, 0.094, -0.098], [-0.016, -0.007, 0.058], [-0.048, 0.121, -0.081], [-0.027, -0.054, -0.007], [0.055, -0.032, -0.030], [0.042, 0.083, -0.058], [-0.087, -0.050, -0.136], [0.016, -0.009, 0.114], [-0.356, 0.095, -0.055]],
  "homo_ev": -7.73,
  "e_lumo_ev": 0.78,
  "e_above_lowest_kj_mol": 342.6,
  "multiplicity": 1
}

***

# 2
{
  "formula": "H3NP2S",
  "method": "ωB97M-V/def2-TZVPD",
  "species": ["H", "N", "P", "P", "S", "H", "H"],
  "xyz": [[0.210205, 2.539551, -0.460476], [-0.071862, 1.677130, -0.155178], [-1.432565, 0.957370, -0.120016], [-0.116403, -1.102923, 0.212594], [0.059417, -2.980034, 0.724004], [0.607859, -0.793091, -1.171985], [0.743350, -0.298003, 0.971058]],
  "forces_ev_per_angstrom": [[0.485, 2.696, -0.648], [-1.327, -2.977, 0.566], [0.909, -0.352, 0.065], [1.929, 0.717, -2.017], [-0.747, 0.324, -0.106], [-1.284, -0.481, 1.991], [0.033, 0.073, 0.149]],
  "homo_ev": -8.30,
  "e_lumo_ev": -1.38,
  "e_above_lowest_kj_mol": 221.9,
  "multiplicity": 1
}

***

# 3
{
  "formula": "C33H43N9O6S",
  "method": "ωB97M-V/def2-TZVPD",
  "species": ["S", "O", "O", "O", "O", "N", "C", "C", "C", "C", "H", "H", "H", "H", "H", "N", "C", "C", "C", "C", "H", "H", "H", "H", "H", "N", "C", "C", "C", "C", "H", "H", "H", "H", "H", "N", "C", "C", "C", "C", "H", "H", "H", "H", "H", "N", "C", "C", "C", "C", "H", "H", "H", "H", "H", "N", "C", "C", "C", "C", "H", "H", "H", "H", "H", "N", "C", "C", "C", "C", "H", "H", "H", "H", "H", "N", "C", "C", "C", "C", "H", "H", "H", "H", "H", "C", "N", "O", "O", "H", "H", "H"],
  "xyz": [[0.141641, 0.004891, -0.232663], [-0.089359, -1.335109, -0.797663], [-0.146359, -0.078109, 1.212337], [1.430641, 0.522891, -0.423663], [-0.826359, 0.947891, -0.854663], [-1.732359, 0.715891, -3.171663], [-2.396359, -0.516109, -3.578663], [-2.800359, -0.290109, -4.950663], [-2.214359, 1.000891, -5.392663], [-1.752359, 1.687891, -4.169663], [-1.325359, 0.788891, -2.266663], [-2.473359, -1.213109, -2.907663], [-3.426359, -1.008109, -5.455663], [-2.204359, 1.367891, -6.369663], [-1.451359, 2.610891, -4.011663], [0.722641, -1.825109, 3.001337], [1.099641, -1.445109, 4.248337], [1.858641, -2.568109, 4.767337], [2.000641, -3.614109, 3.573337], [1.043641, -2.953109, 2.457337], [0.468641, -1.017109, 2.276337], [0.815641, -0.542109, 4.887337], [2.171641, -2.667109, 5.825337], [2.412641, -4.534109, 3.655337], [0.917641, -3.123109, 1.389337], [1.485641, -3.477109, -1.401663], [1.171641, -4.749109, -0.925663], [2.073641, -5.784109, -1.644663], [3.175641, -4.957109, -2.265663], [2.653641, -3.509109, -2.088663], [0.913641, -2.546109, -1.238663], [0.389641, -4.955109, -0.331663], [2.045641, -6.819109, -1.629663], [4.096641, -5.170109, -2.788663], [3.228641, -2.629109, -2.466663], [-2.480359, 3.711891, -0.432663], [-3.391359, 4.346891, -1.248663], [-4.138359, 5.376891, -0.393663], [-3.572359, 5.208891, 0.932337], [-2.390359, 4.295891, 0.849337], [-1.738359, 3.169891, -0.742663], [-3.349359, 3.921891, -2.138663], [-5.104359, 5.835891, -0.747663], [-4.006359, 5.823891, 1.684337], [-1.672359, 4.378891, 1.746337], [-0.513359, 1.440891, 3.300337], [-1.655359, 1.535891, 3.999337], [-1.494359, 2.723891, 5.013337], [-0.103359, 3.271891, 4.765337], [0.480641, 2.424891, 3.603337], [-0.459359, 0.898891, 2.322337], [-2.240359, 0.875891, 3.613337], [-2.296359, 3.241891, 5.717337], [0.470641, 4.039891, 5.245337], [1.353641, 2.336891, 2.961337], [3.373641, 2.732891, 0.804337], [3.914641, 3.798891, 0.138337], [4.782641, 4.621891, 1.039337], [4.729641, 3.873891, 2.320337], [3.659641, 2.669891, 2.096337], [2.678641, 2.074891, 0.320337], [3.805641, 3.884891, -0.905663], [5.308641, 5.416891, 0.692337], [5.278641, 4.043891, 3.038337], [3.329641, 1.846891, 2.655337], [-1.538359, -3.124109, 0.120337], [-1.958359, -4.103109, -0.819663], [-2.905359, -5.011109, -0.017663], [-2.891359, -4.543109, 1.386337], [-1.985359, -3.357109, 1.397337], [-0.970359, -2.288109, -0.329663], [-1.719359, -4.180109, -1.924663], [-3.409359, -5.868109, -0.467663], [-3.461359, -4.870109, 2.259337], [-1.709359, -2.632109, 2.054337], [3.024641, 0.222891, -2.513663], [4.325641, 0.389891, -2.608663], [4.713641, -0.010109, -4.098663], [3.410641, -0.307109, -4.757663], [2.324641, -0.160109, -3.797663], [2.499641, 0.247891, -1.625663], [4.929641, 0.471891, -1.847663], [5.792641, -0.121109, -4.513663], [3.334641, -0.490109, -5.763663], [1.430641, -0.302109, -3.797663], [-3.835359, -0.231109, -0.012663], [-4.490359, 0.275891, 1.223337], [-4.207359, -0.218109, 2.246337], [-5.430359, 0.911891, 0.981337], [-3.104359, 0.504891, -0.402663], [-4.748359, -0.330109, -0.811663], [-3.461359, -1.027109, 0.264337]],
  "forces_ev_per_angstrom": [[-4.556, 1.273, 0.406], [1.182, 0.315, -1.293], [-0.368, -0.216, 0.088], [4.202, 0.810, -0.304], [0.341, -0.260, 1.229], [-2.763, -1.490, -3.643], [1.296, 8.269, -5.762], [2.286, 0.838, 2.491], [-0.988, -0.635, 4.869], [-1.833, -8.342, -2.651], [0.462, 0.414, 1.218], [-0.628, -4.052, 3.406], [0.284, 0.086, -0.524], [-0.303, 0.718, -1.183], [1.750, 4.087, 0.611], [-2.119, 6.201, -1.961], [1.847, -3.074, 2.617], [-0.828, -0.948, -3.733], [-4.933, 7.400, 0.198], [5.249, -3.962, 4.125], [-0.067, -1.942, 1.668], [0.127, -1.261, -1.834], [0.030, -0.060, -1.015], [1.084, -2.691, -0.026], [0.025, -0.183, 0.513], [0.268, -0.227, 0.793], [4.831, -2.011, -5.401], [0.830, 7.272, 1.167], [-5.170, 3.330, 1.993], [2.699, -3.463, -1.316], [1.363, -2.139, -0.020], [-2.729, -0.451, 1.746], [-0.249, -1.700, 0.456], [-0.247, -0.275, 0.004], [-1.097, -0.660, 0.463], [-0.392, 3.566, 3.022], [-0.953, 3.101, 7.072], [1.691, -4.151, -1.864], [1.928, -1.227, -3.424], [-3.948, 2.798, 0.966], [1.406, -1.522, -0.905], [-0.851, -1.082, -4.390], [1.420, -0.369, 0.655], [0.492, 0.038, 1.065], [-0.710, -1.437, -2.122], [2.154, 2.202, -1.041], [5.321, 7.318, 4.232], [1.084, -1.022, -2.147], [-1.283, -4.576, -3.831], [-4.120, -0.070, 2.770], [-0.001, 0.932, 2.280], [-5.136, -3.609, -1.091], [1.899, -1.618, -1.678], [-0.233, 0.245, 0.225], [-0.059, 0.706, 0.735], [-1.394, 0.028, -2.107], [2.096, 1.634, 2.714], [-4.551, -7.508, 1.068], [-8.461, -3.503, -10.254], [4.987, 4.861, 0.278], [1.266, 1.109, 0.986], [-0.363, 0.150, -0.900], [1.567, 2.163, -0.517], [4.996, 1.520, 7.612], [-0.108, -0.678, 0.989], [-0.395, -1.748, -2.547], [-3.169, -1.619, 3.643], [2.865, 2.959, -0.256], [2.199, 2.417, -2.355], [-2.624, -3.873, -3.690], [-0.967, -1.232, 1.839], [-0.116, 0.512, 1.833], [0.125, 0.291, 0.394], [0.319, -0.074, -0.538], [0.381, 1.469, 2.343], [-2.790, -0.911, -2.732], [-1.271, -2.887, -9.636], [-1.884, 0.637, 2.865], [0.665, 1.632, 5.585], [15.627, 2.296, 1.367], [0.098, 0.200, -0.509], [2.990, 0.757, 4.001], [-2.310, 0.403, 0.779], [-0.416, -0.636, -2.133], [-10.395, -1.533, -0.092], [-4.645, 7.767, -4.641], [1.353, -2.322, -3.737], [1.394, -0.903, 3.767], [-4.268, 3.955, 0.235], [-0.362, -0.475, 0.379], [2.558, 0.050, 2.023], [4.019, -8.099, 2.016]],
  "homo_ev": -2.84,
  "e_lumo_ev": 4.50,
  "charge": -2,
  "e_above_lowest_kj_mol": 259.8,
  "multiplicity": 1
}

***

# 4
{
  "formula": "C10H16Cl18",
  "method": "ωB97M-V/def2-TZVPD",
  "species": ["Cl", "C", "C", "Cl", "H", "H", "H", "H", "Cl", "C", "C", "Cl", "H", "H", "H", "H", "Cl", "C", "C", "Cl", "H", "H", "H", "H", "C", "Cl", "Cl", "Cl", "H", "C", "Cl", "Cl", "Cl", "H", "C", "Cl", "Cl", "Cl", "H", "C", "Cl", "Cl", "Cl", "H"],
  "xyz": [[0.643899, 0.302556, -3.321822], [0.630389, 0.246736, -1.502402], [-0.673571, 0.899876, -0.980872], [-2.076081, -0.034124, -1.543692], [1.603209, 0.669466, -1.251362], [0.686999, -0.792474, -1.178452], [-0.766591, 1.939516, -1.294872], [-0.767481, 0.838366, 0.103338], [-4.948781, 1.129586, 0.712388], [-5.282781, -0.553984, 0.344678], [-4.699041, -1.415944, 1.473298], [-5.179241, -3.045034, 1.077268], [-4.764561, -0.834764, -0.572232], [-6.352331, -0.762494, 0.318728], [-5.138501, -1.171604, 2.440398], [-3.613651, -1.513084, 1.448768], [1.043009, -0.275954, 2.185058], [2.277099, -1.184134, 3.200228], [3.396109, -0.178184, 3.321058], [4.700509, -0.850544, 4.261158], [2.645259, -2.004414, 2.584018], [1.784609, -1.423524, 4.142698], [3.001539, 0.593106, 3.982508], [3.731909, 0.166466, 2.343018], [-1.780921, 2.169046, 3.916968], [-2.674421, 0.767596, 4.594678], [-2.272811, 3.659796, 4.721978], [-2.048281, 2.376096, 2.196948], [-0.732981, 1.956396, 4.128438], [4.427239, -2.283994, -1.431752], [3.128449, -2.093434, -0.291362], [4.441049, -0.943604, -2.662412], [4.448039, -3.853224, -2.207882], [5.391249, -2.199654, -0.930092], [3.135569, 3.888876, -1.639292], [3.782549, 4.783936, -3.000442], [3.770259, 2.287806, -1.566902], [1.450609, 3.857906, -1.732472], [3.396359, 4.356286, -0.689762], [-1.929611, -1.833724, -5.042652], [-1.121361, -1.090294, -6.437652], [-1.214971, -3.372294, -4.752452], [-3.688801, -1.959154, -5.313782], [-1.789141, -1.219774, -4.153012]],
  "forces_ev_per_angstrom": [[-0.316, -0.097, 0.935], [-0.666, -0.006, -0.193], [0.757, 0.007, -0.390], [0.230, 0.091, -0.349], [-0.139, 0.463, 0.259], [-0.115, -0.217, -0.293], [-0.139, -0.197, -0.090], [0.430, -0.008, 0.174], [0.014, 0.625, -0.181], [0.686, -0.891, 0.829], [-0.151, 0.056, -0.488], [-0.528, -1.446, -0.137], [-0.452, 0.164, -0.117], [0.091, 0.371, -0.308], [0.417, 0.178, -0.066], [-0.063, 0.876, 0.380], [-0.158, -0.400, 0.114], [0.166, 0.613, -1.181], [-0.904, 0.347, 1.035], [0.921, -0.599, 0.210], [-0.541, -0.331, 0.409], [0.263, -0.247, -0.275], [0.189, 0.576, -0.661], [0.010, 0.073, 0.273], [-0.199, -0.216, 0.840], [0.179, 0.392, -0.411], [0.176, -0.184, 0.115], [0.137, -0.271, -0.335], [-0.187, 0.255, -0.259], [1.228, 0.371, -0.811], [-0.338, 0.079, 0.207], [-0.253, -0.592, 0.533], [-0.301, 0.026, -0.055], [-0.382, 0.135, 0.151], [1.278, 0.873, 0.504], [0.327, 0.151, -0.009], [0.634, -1.265, -0.059], [-2.455, -0.034, -0.078], [0.171, 0.236, -0.367], [-0.563, 0.414, -0.221], [-0.150, 0.305, 0.330], [0.266, -0.830, 0.354], [0.462, 0.098, 0.039], [-0.033, 0.055, -0.356]],
  "homo_ev": [-13.08, -12.94],
  "e_lumo_ev": [-2.86, -10.36],
  "charge": 1,
  "s_squared": 0.754,
  "multiplicity": 2
}